(1)
Here is a cluster of 2 separate species, C9H11O3 in total at a distorted geometry from OMol25. Energies are from wB97M-V/def2-TZVPD.

The max |F| comes out at 0.0415 hartree/bohr. The charge is -1. The molar mass is 167.18 g mol⁻¹. As for the highest occupied orbital energy: -4.2188 eV. The relative energy (zero: lowest compared OMol25 entry of this formula, charge and spin) comes out at 18.1 kcal per mole. The value obtained for the gap between HOMO and LUMO is 7.61 eV.

Each line ends with the natural charge from an NBO analysis.
CARTESIAN COORDINATES (ANGSTROEM)
C  4.117  -1.761  0.761  -0.621
C  0.673  0.602  -0.491  0.359
C  2.000  0.967  -0.807  -0.282
C  0.520  -0.685  0.073  -0.303
C  3.047  0.104  -0.516  -0.212
C  1.573  -1.430  0.604  -0.218
C  2.862  -1.009  0.304  -0.090
O  -0.346  1.242  -1.001  -0.724
H  -1.389  0.946  -0.891  0.512
H  2.230  1.922  -1.264  0.201
H  -0.489  -0.885  0.424  0.216
H  4.002  0.269  -1.002  0.189
H  1.355  -2.390  1.055  0.197
H  3.799  -2.470  1.525  0.203
H  4.856  -1.094  1.202  0.200
H  4.518  -2.209  -0.149  0.203
C  -4.075  -0.382  0.857  -0.737
C  -3.257  0.683  0.135  0.777
O  -2.554  0.281  -0.859  -0.780
O  -3.411  1.838  0.540  -0.716
H  -4.396  -1.203  0.219  0.209
H  -4.782  0.082  1.542  0.213
H  -3.461  -0.911  1.609  0.205

---

(2)
Here is a cluster of 2 separate species, C9H11O3 in total at a distorted geometry from OMol25. Energies are from wB97M-V/def2-TZVPD.

The max |F| comes out at 0.0828 hartree/bohr. The charge is -1. The molar mass is 167.18 g mol⁻¹. As for the highest occupied orbital energy: -2.4759 eV. The relative energy (zero: lowest compared OMol25 entry of this formula, charge and spin) comes out at 68.6 kcal per mole. The value obtained for the gap between HOMO and LUMO is 5.77 eV.

Each line ends with the natural charge from an NBO analysis.
CARTESIAN COORDINATES (ANGSTROEM)
C  0.839  -1.662  -2.551  -0.589
C  -1.912  -0.127  0.291  0.389
C  -2.036  -0.028  -1.154  -0.375
C  -0.726  -0.799  0.698  -0.351
C  -1.054  -0.492  -1.986  -0.191
C  0.317  -1.141  -0.114  -0.179
C  0.140  -0.911  -1.520  -0.211
O  -2.757  0.241  1.083  -0.755
H  2.122  -0.174  2.401  0.486
H  -2.961  0.211  -1.542  0.180
H  -0.585  -1.176  1.790  0.179
H  -1.363  -0.382  -3.024  0.175
H  1.209  -1.769  0.109  0.182
H  0.390  -1.561  -3.585  0.202
H  1.002  -2.682  -2.215  0.186
H  1.963  -1.354  -2.596  0.165
C  0.193  2.208  1.827  -0.759
C  1.571  1.756  2.253  0.818
O  1.711  0.449  1.753  -0.719
O  2.425  2.313  2.886  -0.598
H  -0.342  1.402  1.310  0.294
H  0.079  3.008  1.170  0.238
H  -0.225  2.671  2.714  0.234

---

(3)
Here is a cluster of 2 separate species, C9H11O3 in total at a distorted geometry from OMol25. Energies are from wB97M-V/def2-TZVPD.

The max |F| comes out at 0.1111 hartree/bohr. The charge is -1. The molar mass is 167.18 g mol⁻¹. As for the highest occupied orbital energy: -4.0611 eV. The relative energy (zero: lowest compared OMol25 entry of this formula, charge and spin) comes out at 69.7 kcal per mole. The value obtained for the gap between HOMO and LUMO is 7.25 eV.

Each line ends with the natural charge from an NBO analysis.
CARTESIAN COORDINATES (ANGSTROEM)
C  1.034  2.170  -0.939  -0.776
C  1.868  1.033  -1.661  0.797
O  1.592  -0.076  -1.094  -0.830
O  2.401  1.384  -2.661  -0.733
H  0.756  1.710  0.039  0.209
H  0.262  2.582  -1.519  0.191
H  1.614  3.137  -0.850  0.182
C  1.398  -2.480  0.593  -0.654
C  -1.536  -0.104  -0.306  -0.305
C  -2.014  0.230  1.005  0.301
C  -0.517  -0.971  -0.439  -0.116
C  0.031  -1.574  0.753  -0.006
C  -1.514  -0.327  2.157  -0.327
C  -0.374  -1.284  1.996  -0.216
O  -2.892  1.244  1.033  -0.706
H  -1.818  0.503  -1.195  0.197
H  -0.203  -1.243  -1.451  0.240
H  -1.778  0.085  3.056  0.200
H  -3.127  1.740  0.133  0.488
H  1.398  -2.530  -0.469  0.245
H  1.441  -3.212  1.358  0.197
H  0.132  -1.562  2.894  0.196
H  2.261  -1.787  0.838  0.224

---

(4)
Here is a cluster of 2 separate species, C9H11O3 in total at a distorted geometry from OMol25. Energies are from wB97M-V/def2-TZVPD.

The max |F| comes out at 0.0304 hartree/bohr. The charge is -1. The molar mass is 167.18 g mol⁻¹. As for the highest occupied orbital energy: -2.9497 eV. The relative energy (zero: lowest compared OMol25 entry of this formula, charge and spin) comes out at 25.9 kcal per mole. The value obtained for the gap between HOMO and LUMO is 6.41 eV.

Each line ends with the natural charge from an NBO analysis.
CARTESIAN COORDINATES (ANGSTROEM)
C  -0.801  3.484  -0.412  -0.607
C  0.592  0.536  -2.446  -0.337
C  -0.013  1.747  -2.161  -0.196
C  1.064  -0.377  -1.447  0.386
C  -0.218  2.172  -0.842  -0.175
C  0.693  0.018  -0.129  -0.398
C  0.160  1.270  0.161  -0.169
O  1.630  -1.476  -1.737  -0.789
H  0.623  0.287  -3.500  0.189
H  -0.391  2.365  -2.969  0.180
H  -0.924  -2.069  0.495  0.507
H  1.048  -0.509  0.745  0.171
H  -0.633  4.254  -1.183  0.192
H  -0.400  3.859  0.525  0.197
H  0.077  1.595  1.194  0.179
H  -1.893  3.589  -0.269  0.185
C  0.532  -3.127  1.893  -0.759
C  -0.935  -2.861  2.191  0.796
O  -1.453  -3.106  3.247  -0.600
O  -1.554  -2.177  1.208  -0.669
H  0.985  -2.219  1.510  0.249
H  0.737  -3.876  1.128  0.242
H  1.076  -3.379  2.799  0.225

---

(5)
Here is a cluster of 2 separate species, C9H11O3 in total at a distorted geometry from OMol25. Energies are from wB97M-V/def2-TZVPD.

The max |F| comes out at 0.0419 hartree/bohr. The charge is -2. The molar mass is 167.18 g mol⁻¹. Its expectation value of S² is 0.75. As for the highest occupied orbital energy (alpha / beta): 3.4738 / -1.6780 eV. The relative energy (zero: lowest compared OMol25 entry of this formula, charge and spin) comes out at 4.3 kcal per mole. The spin multiplicity is 2. The value obtained for the gap between HOMO and LUMO (alpha / beta) is 2.18 / 7.31 eV.

Each line ends with the natural charge from an NBO analysis.
CARTESIAN COORDINATES (ANGSTROEM)
C  -1.920  -3.462  -2.560  -0.743
C  -2.000  -1.937  -2.853  0.786
O  -1.532  -1.203  -1.929  -0.796
O  -2.524  -1.559  -3.910  -0.753
H  -1.684  -3.587  -1.504  0.202
H  -1.111  -3.914  -3.126  0.203
H  -2.923  -3.848  -2.726  0.200
C  2.069  3.302  1.910  -1.302
C  0.112  -0.377  0.614  0.340
C  0.627  -0.256  1.917  -0.326
C  0.145  0.777  -0.202  -0.328
C  1.054  0.999  2.328  -0.251
C  0.861  1.883  0.179  -0.213
C  1.346  2.054  1.495  -0.163
O  -0.242  -1.585  0.179  -0.745
H  -0.736  -1.674  -0.712  0.519
H  0.354  -0.955  2.696  0.192
H  -0.607  0.605  -0.965  0.251
H  1.052  1.147  3.414  0.180
H  0.917  2.733  -0.498  0.193
H  2.383  3.175  2.949  0.178
H  1.398  4.171  1.987  0.185
H  2.962  3.511  1.316  0.193

---

(6)
Here is an isolated molecule of C9H11OP at a distorted geometry from OMol25. Energies are from wB97M-V/def2-TZVPD.

The max |F| comes out at 0.0803 hartree/bohr. The molar mass is 166.16 g mol⁻¹. The SMILES is Cc1cccc(C)c1CP=O. As for the highest occupied orbital energy: -8.6584 eV. The relative energy (zero: lowest compared OMol25 entry of this formula, charge and spin) comes out at 15.3 kcal per mole. The value obtained for the gap between HOMO and LUMO is 8.02 eV.

Each line ends with the natural charge from an NBO analysis.
CARTESIAN COORDINATES (ANGSTROEM)
C  2.329  0.646  0.771  -0.201
C  1.404  1.622  0.370  -0.215
C  1.981  -0.692  0.701  -0.213
C  0.126  1.211  -0.006  0.003
C  0.784  -1.096  0.120  -0.008
C  -0.209  -0.126  -0.083  -0.079
C  -0.912  2.288  -0.287  -0.636
C  0.599  -2.535  -0.045  -0.640
C  -1.531  -0.588  -0.513  -0.858
O  -4.189  -0.152  -0.034  -0.978
P  -2.910  -0.053  0.687  1.321
H  3.305  0.967  1.016  0.210
H  1.512  2.690  0.396  0.209
H  2.839  -1.289  1.209  0.221
H  -1.027  2.385  -1.401  0.221
H  -1.831  1.911  0.099  0.190
H  -0.507  3.337  -0.180  0.241
H  -0.157  -2.890  0.624  0.222
H  0.338  -2.822  -1.123  0.222
H  1.617  -3.137  -0.052  0.231
H  -1.766  0.026  -1.445  0.260
H  -1.795  -1.700  -0.822  0.278